The following is a quantum chemistry calculation of C4H11N3 in the gas phase in a non-equilibrium geometry, from OMol25.

The LUMO energy is 1.0 eV. For the orbital gap, the calculation gives 0.3519 hartree. For the HOMO energy, the calculation gives -8.54 eV. As for the SMILES: CC(C)/N=C\NN. For the electronic energy, the calculation gives -323.19015 Eh.

The geometry in XYZ format:
```
18
C4H11N3 (ωB97M-V/def2-TZVPD)
C 1.120 1.104 1.306
C -0.357 0.900 1.025
C -0.952 1.596 -0.206
C -0.447 -1.337 0.125
H 1.715 0.687 0.524
H 1.367 2.151 1.541
H 1.372 0.365 2.086
H -0.853 1.325 1.910
H -1.294 2.629 -0.023
H -1.907 1.051 -0.356
H -0.435 1.527 -1.137
H -0.957 -2.332 -0.019
H 1.313 -0.854 -0.654
H 0.353 -1.954 -2.820
H -0.295 -2.829 -1.590
N -0.778 -0.546 0.999
N 0.449 -1.225 -0.900
N 0.587 -2.257 -1.813
```

Löwdin charges, unit e, in atom order:
1 C -0.07
2 C -0.43
3 C -0.08
4 C -0.30
5 H 0.04
6 H 0.09
7 H 0.09
8 H 0.12
9 H 0.08
10 H 0.08
11 H 0.05
12 H 0.12
13 H 0.09
14 H 0.10
15 H 0.08
16 N 0.07
17 N -0.10
18 N -0.03


The following is a quantum chemistry calculation of 7 unconnected molecules or ions with the total composition C37H50NO23PS in a non-equilibrium geometry, from OMol25.

The LUMO energy is -1.8 eV. For the orbital gap, the calculation gives 0.2715 hartree. For the HOMO energy, the calculation gives -9.19 eV. As for the SMILES: NC[C@H](O)CC1=CC(=O)c2ccc(P(O)(O)=S)cc2C1=O.C[C@@H]1COC(=O)O1.C[C@@H]1COC(=O)O1.C[C@@H]1COC(=O)O1.C[C@@H]1COC(=O)O1.C[C@@H]1COC(=O)O1.C[C@@H]1COC(=O)O1. For the electronic energy, the calculation gives -3964.63690 Eh.

The geometry in XYZ format:
```
113
C37H50NO23PS (ωB97M-V/def2-TZVPD)
N 4.843 1.156 -0.872
C 4.526 1.355 -2.337
C 2.906 1.421 -2.538
O 2.658 1.876 -3.890
C 2.362 2.399 -1.387
C 1.006 3.160 -1.738
C 0.853 4.240 -2.646
C -0.574 4.962 -2.881
O -0.682 6.174 -3.186
C -1.888 4.085 -2.663
C -3.268 4.332 -3.316
C -4.461 3.347 -3.036
C -4.251 2.128 -2.093
P -5.650 0.878 -1.764
O -6.364 1.115 -0.238
O -6.801 1.061 -3.037
S -4.870 -0.926 -1.871
C -2.878 1.863 -1.366
C -1.736 2.857 -1.681
C -0.313 2.635 -0.968
O -0.223 2.096 0.184
H 4.891 2.071 -0.388
H 5.799 0.766 -0.763
H 5.018 0.564 -2.998
H 4.907 2.424 -2.588
H 2.555 0.331 -2.356
H 3.550 1.878 -4.315
H 3.173 3.203 -1.223
H 2.236 1.781 -0.437
H 1.751 4.632 -3.241
H -3.428 5.230 -4.007
H -5.470 3.540 -3.539
H -6.927 0.316 -0.074
H -6.290 1.180 -3.869
H -2.741 0.985 -0.649
C -11.474 0.995 3.217
C -10.404 0.373 2.347
C -9.658 1.364 1.503
O -9.204 0.553 0.425
C -10.113 -0.458 0.296
O -10.156 -1.216 -0.627
O -10.968 -0.485 1.360
H -12.006 0.220 3.774
H -11.041 1.700 3.930
H -12.222 1.516 2.614
H -9.722 -0.226 2.961
H -8.817 1.817 2.032
H -10.293 2.156 1.094
C 1.324 -3.260 -1.508
C 2.611 -2.894 -2.214
C 3.483 -4.071 -2.528
O 4.774 -3.473 -2.595
C 4.740 -2.389 -1.768
O 5.707 -1.762 -1.431
O 3.465 -2.113 -1.372
H 0.753 -2.358 -1.270
H 0.705 -3.909 -2.130
H 1.523 -3.765 -0.558
H 2.393 -2.301 -3.117
H 3.221 -4.545 -3.476
H 3.495 -4.830 -1.738
C 5.279 -4.659 2.801
C 4.206 -5.721 2.719
C 4.557 -6.870 1.821
O 3.273 -7.357 1.447
C 2.427 -6.289 1.495
O 1.311 -6.285 1.059
O 3.022 -5.221 2.102
H 4.947 -3.835 3.435
H 6.203 -5.065 3.216
H 5.490 -4.232 1.816
H 3.939 -6.065 3.725
H 5.134 -7.641 2.333
H 5.088 -6.567 0.913
C -3.051 -2.894 -4.107
C -1.825 -2.068 -4.431
C -1.526 -1.985 -5.897
O -0.128 -1.726 -5.900
C 0.370 -2.287 -4.765
O 1.543 -2.427 -4.538
O -0.635 -2.670 -3.924
H -3.196 -2.953 -3.026
H -3.946 -2.456 -4.554
H -2.944 -3.922 -4.465
H -1.913 -1.073 -3.980
H -2.073 -1.180 -6.391
H -1.704 -2.922 -6.433
C 7.424 0.089 6.647
C 6.925 -0.977 5.697
C 5.550 -1.480 6.020
O 5.567 -2.780 5.441
C 6.866 -3.196 5.469
O 7.226 -4.316 5.240
O 7.702 -2.168 5.794
H 8.444 0.384 6.384
H 6.787 0.976 6.614
H 7.461 -0.282 7.675
H 6.990 -0.619 4.663
H 4.764 -0.866 5.577
H 5.363 -1.583 7.094
C -2.190 5.802 2.691
C -0.862 6.131 2.048
C -0.021 4.926 1.745
O 1.292 5.475 1.741
C 1.263 6.545 2.587
O 2.233 7.129 2.976
O -0.019 6.860 2.935
H -2.737 6.720 2.924
H -2.807 5.189 2.030
H -2.052 5.272 3.638
H -1.020 6.747 1.155
H -0.261 4.479 0.780
H -0.071 4.154 2.519
```

Löwdin population analysis, charges in e, atoms 1 to 99:
1 N -0.02
2 C -0.21
3 C -0.32
4 O -0.07
5 C -0.09
6 C -0.08
7 C 0.07
8 C -0.27
9 O 0.04
10 C -0.03
11 C 0.02
12 C -0.03
13 C -0.26
14 P 0.36
15 O -0.25
16 O -0.26
17 S 0.28
18 C 0.02
19 C -0.02
20 C -0.24
21 O 0.02
22 H 0.06
23 H 0.07
24 H 0.13
25 H 0.12
26 H 0.15
27 H 0.09
28 H 0.13
29 H 0.13
30 H 0.14
31 H 0.11
32 H 0.10
33 H 0.06
34 H 0.06
35 H 0.11
36 C -0.02
37 C -0.35
38 C -0.11
39 O 0.03
40 C -0.53
41 O 0.17
42 O 0.09
43 H 0.09
44 H 0.09
45 H 0.09
46 H 0.16
47 H 0.14
48 H 0.15
49 C 0.00
50 C -0.35
51 C -0.10
52 O 0.07
53 C -0.54
54 O 0.12
55 O 0.07
56 H 0.09
57 H 0.09
58 H 0.08
59 H 0.10
60 H 0.14
61 H 0.14
62 C -0.01
63 C -0.34
64 C -0.11
65 O 0.06
66 C -0.54
67 O 0.15
68 O 0.08
69 H 0.07
70 H 0.08
71 H 0.09
72 H 0.16
73 H 0.14
74 H 0.14
75 C -0.05
76 C -0.34
77 C -0.10
78 O 0.08
79 C -0.48
80 O 0.13
81 O 0.08
82 H 0.05
83 H 0.08
84 H 0.09
85 H 0.16
86 H 0.14
87 H 0.14
88 C -0.02
89 C -0.35
90 C -0.10
91 O 0.04
92 C -0.53
93 O 0.15
94 O 0.09
95 H 0.09
96 H 0.09
97 H 0.09
98 H 0.16
99 H 0.15